A structure of composition BH3IPbS, computed with wB97M-V/def2-TZVPD.

```
! RIJCOSX wB97M-V def2-TZVPD def2/J DEFGRID3
* xyz 1 1
S 1.28905 0.32577 0.48394
B -0.52565 0.74941 -0.14188
I -1.70127 -1.31553 -0.25324
H 1.84976 -0.03810 -0.68372
H -1.04840 1.32020 0.75421
H -0.50830 1.16760 -1.24516
Pb 0.64480 -2.20937 1.08585
*
```

Results
E_HOMO: -14.26 eV
HOMO-LUMO gap: 7.83 eV
Molecular weight: 380.01 g mol⁻¹
LUMO: -6.4 eV

Atom charges from the natural (NBO) analysis, given in e for atoms 1 to 5: S -0.22; B -0.19; I -0.02; H 0.18; H 0.01

---

A cluster of 2 separate species, BH3O in total at a distorted geometry, computed with wB97M-V/def2-TZVPD.

```
! RIJCOSX wB97M-V def2-TZVPD def2/J DEFGRID3
* xyz 0 1
B -0.32033 -0.51816 0.04841
O 0.44746 0.43442 0.03196
H -1.42297 -1.10035 0.13614
H 0.34560 -1.62141 -0.22176
H 0.95025 2.80550 0.00526
*
```

Results
E_HOMO (spin up / spin down): -10.60 / -10.31 eV
HOMO-LUMO gap (spin up / spin down): 11.22 / 8.05 eV
Relative energy (zero: lowest compared OMol25 entry of this formula, charge and spin): 465.80 kJ/mol
Molecular weight: 29.83 g mol⁻¹
LUMO (spin up / spin down): 0.6 / -2.3 eV

Taken from the natural (NBO) analysis, the atomic charges in e are: B 0.49; O -0.60; H 0.01; H 0.08; H 0.01

---

A cluster of 2 separate species, BH3S in total at a distorted geometry, computed with wB97M-V/def2-TZVPD.

```
! RIJCOSX wB97M-V def2-TZVPD def2/J DEFGRID3
* xyz 0 1
B 0.14131 -0.11547 -0.00400
S -1.56740 -0.08490 -0.00694
H 0.71700 0.86004 -0.10672
H 1.03970 -1.84657 0.29040
H -1.93675 1.28062 0.26333
*
```

Results
E_HOMO: -9.87 eV
HOMO-LUMO gap: 9.91 eV
Relative energy (zero: lowest compared OMol25 entry of this formula, charge and spin): 258.89 kJ/mol
Molecular weight: 45.90 g mol⁻¹
LUMO: 0.0 eV

Taken from the natural (NBO) analysis, the atomic charges in e are: B 0.20; S -0.16; H -0.09; H -0.11; H 0.17

---

The molecule BH4NO at a distorted geometry, computed with wB97M-V/def2-TZVPD.

```
! RIJCOSX wB97M-V def2-TZVPD def2/J DEFGRID3
* xyz 0 1
B 0.44732 0.37051 0.00435
N -1.33231 -0.24535 -0.29601
O 1.35472 -0.45110 -0.32772
H 0.64583 1.47824 0.32755
H -1.86025 0.16649 0.51928
H -1.41870 -1.26590 0.03573
H 2.16339 -0.05288 -0.26318
*
```

Results
E_HOMO: -9.41 eV
HOMO-LUMO gap: 9.88 eV
Relative energy (zero: lowest compared OMol25 entry of this formula, charge and spin): 210.35 kJ/mol
Molecular weight: 44.85 g mol⁻¹
LUMO: 0.5 eV
SMILES string: NBO

Atom charges from the natural (NBO) analysis, given in e for atoms 1 to 5: B 0.89; N -1.10; O -0.85; H -0.12; H 0.34

---

A structure of composition BaF36P6 at a distorted geometry, computed with wB97M-V/def2-TZVPD.

```
! RIJCOSX wB97M-V def2-TZVPD def2/J DEFGRID3
* xyz -4 1
Ba 0.04704 0.11997 -0.03371
P -1.89006 -3.03641 1.50808
F -1.14773 -3.91873 2.64579
F -1.96077 -1.77694 2.52950
F -0.49979 -2.35455 1.05687
F -2.70193 -2.16440 0.41724
F -1.67489 -4.27264 0.43563
F -3.34827 -3.57583 2.05192
P 2.41837 -2.79018 -0.95677
F 0.96520 -2.67439 -1.59986
F 2.91518 -1.51154 -1.75761
F 2.04560 -1.67849 0.20547
F 3.96371 -3.02588 -0.43375
F 1.87676 -3.99343 -0.01958
F 2.82694 -3.76129 -2.22619
P 1.48965 0.97443 3.34351
F 2.01110 2.40742 2.85522
F 2.84120 0.86799 4.30229
F 0.59749 1.51928 4.58852
F 1.05925 -0.54841 3.66732
F 0.17232 1.09893 2.39803
F 2.35946 0.56906 2.00727
P -3.08992 1.93290 0.61431
F -3.87340 3.28441 0.06769
F -1.97411 2.04413 -0.47131
F -2.32826 2.97917 1.61562
F -2.33005 0.68481 1.36840
F -4.26603 1.94692 1.69032
F -4.06447 0.92693 -0.31780
P 2.03486 2.87677 -1.02142
F 2.16470 1.31603 -1.27368
F 3.36892 3.10029 -1.84733
F 1.17264 3.05954 -2.33827
F 2.08568 4.51962 -0.77867
F 0.77518 2.71087 -0.03581
F 2.99772 2.52167 0.27504
P -1.01274 -0.06413 -3.49055
F 0.52463 -0.66636 -3.58180
F -0.59561 1.21911 -2.58012
F -0.84061 0.81573 -4.84837
F -2.56495 0.52519 -3.49221
F -1.40897 -1.36480 -4.39203
F -1.14104 -0.84276 -2.14720
*
```

Results
E_HOMO: -2.19 eV
HOMO-LUMO gap: 10.91 eV
Relative energy (zero: lowest compared OMol25 entry of this formula, charge and spin): 183.49 kJ/mol
Molecular weight: 1007.10 g mol⁻¹
LUMO: 8.7 eV

Atom charges from the natural (NBO) analysis, given in e for atoms 1 to 5: Ba 1.89; P 2.60; F -0.59; F -0.60; F -0.61

---

A structure of composition Be2Cl10Tl at a distorted geometry, computed with wB97M-V/def2-TZVPD.

```
! RIJCOSX wB97M-V def2-TZVPD def2/J DEFGRID3
* xyz -3 1
Be 2.72741 3.33270 1.95616
Be 3.95969 -1.08151 4.35908
Tl -1.29650 -1.89385 1.21475
Cl -1.18237 4.43952 2.82348
Cl 0.12917 1.48207 -2.03085
Cl -1.34971 2.26602 -5.26180
Cl -1.17059 -5.02326 -1.64194
Cl -5.70288 -1.26129 -0.54735
Cl 2.60184 -1.37257 -5.44541
Cl 0.21698 -4.38737 0.91526
Cl -3.31957 2.98220 -1.71965
Cl 5.36580 0.17671 0.63969
Cl -0.97926 0.34063 4.73857
*
```

Results
E_HOMO: -1.69 eV
HOMO-LUMO gap: 1.64 eV
Molecular weight: 576.94 g mol⁻¹
LUMO: 0.0 eV

Atom charges from the natural (NBO) analysis, given in e for atoms 1 to 5: Be 0.49; Be 0.04; Tl 0.94; Cl -0.44; Cl -0.27